Record 1
The following is a DFT calculation (wB97M-V/def2-TZVPD) of one molecule with the formula C4H6O2.

Geometry as XYZ:
```
12
Properties=species:S:1:pos:R:3:forces:R:3
O -1.07152 -0.96784 0.67640 -0.18 -0.07 0.02
C 0.47489 0.72183 1.44343 0.33 -0.17 -0.14
C 1.12075 0.26840 0.17788 -0.12 -0.04 0.08
C 0.09551 0.29737 -0.95834 -0.02 0.08 -0.09
C -1.20239 -0.34728 -0.52621 -0.27 0.06 -0.29
O -2.24318 -0.33503 -1.13065 0.47 -0.02 0.24
H -1.95839 -1.26746 0.93645 0.12 0.02 -0.01
H 0.94825 0.15677 2.27440 -0.08 0.12 -0.11
H 1.87637 1.05988 0.01622 -0.08 -0.05 0.05
H 1.66245 -0.68796 0.19618 -0.10 0.11 0.07
H 0.44920 -0.22071 -1.85722 -0.06 0.07 0.13
H -0.15195 1.32203 -1.24854 0.00 -0.12 0.05
```
Positions in Å, forces in eV/Å.

ΔE to the lowest compared entry with this formula, charge and spin = 364.5 kJ/mol
strongest force on any atom = 0.0103 Eh/bohr
gap between HOMO and LUMO = 8.8 eV
HOMO energy = -8.8 eV

***

Record 2
The following is a DFT calculation (wB97M-V/def2-TZVPD) of a 2-piece molecular cluster, C6H14O overall.

Geometry as XYZ:
```
21
Properties=species:S:1:pos:R:3:forces:R:3
C -2.42903 -0.03379 -1.21337 -0.06 0.03 -0.01
C -1.10155 -0.40423 -0.55456 0.06 -0.05 -0.07
C -1.03279 -0.40083 0.96425 -0.30 0.06 -0.14
C 0.06837 0.51233 -0.87484 0.02 0.01 0.04
C 1.23605 -0.08210 -0.14953 -0.05 0.19 -0.32
C 2.38013 0.78999 0.23966 -0.03 -0.05 0.05
O 1.34722 -1.20098 1.74303 -0.01 0.03 0.43
H -3.22175 -0.70062 -0.85588 0.11 0.11 -0.04
H -2.37882 -0.13440 -2.30554 -0.02 0.05 0.15
H -2.72687 0.99532 -0.97794 0.07 -0.13 0.01
H -0.82744 -1.40886 -0.91330 -0.03 0.11 0.04
H -1.73796 -1.09125 1.44772 0.14 0.06 -0.06
H -1.21036 0.61203 1.35697 0.08 -0.12 -0.05
H 0.30182 -0.88550 1.53113 0.31 -0.03 0.01
H -0.13889 1.53276 -0.52387 0.03 -0.15 -0.03
H 0.34367 0.58210 -1.94275 -0.02 -0.04 0.10
H 1.46776 -1.09856 -0.44790 -0.05 0.11 0.08
H 2.09254 1.46547 1.05228 0.01 -0.07 -0.14
H 2.63959 1.42775 -0.61837 -0.06 -0.08 0.07
H 3.24815 0.20653 0.54998 -0.13 0.11 -0.04
H 1.68014 -0.68318 2.49282 -0.10 -0.15 -0.07
```
Positions in Å, forces in eV/Å.

ΔE to the lowest compared entry with this formula, charge and spin = 454.1 kJ/mol
strongest force on any atom = 0.0083 Eh/bohr
gap between HOMO and LUMO (spin up / spin down) = 7.1 / 7.0 eV
HOMO energy (spin up / spin down) = -7.4 / -7.4 eV

***

Record 3
The following is a DFT calculation (wB97M-V/def2-TZVPD) of a 16-piece molecular cluster, C43H125N7O22 overall at a distorted geometry.

Geometry as XYZ:
```
197
Properties=species:S:1:pos:R:3:forces:R:3
C 0.72099 -4.58425 5.10498 0.21 -2.03 -0.84
O -0.20222 -5.73717 4.87608 0.55 1.65 0.30
H 1.30035 -4.57331 4.18176 0.13 0.19 0.07
H 0.36556 -3.56631 5.26491 -0.82 -0.36 0.18
H 1.40680 -4.89813 5.89190 -0.09 0.33 0.15
H -1.06709 -5.57451 5.25968 0.01 0.27 0.17
C -1.47264 -5.28196 -3.95678 1.35 0.67 0.58
O -1.43024 -5.37721 -2.50458 -0.82 -0.53 -1.36
H -0.87919 -4.37953 -4.10352 0.00 -0.04 -0.43
H -0.93524 -6.10731 -4.42381 -0.08 -0.12 0.08
H -2.41837 -5.12343 -4.47501 -0.43 -0.19 0.69
H -1.91856 -6.15396 -2.22206 -0.10 -0.18 -0.05
C -1.51676 5.23790 -3.37742 1.48 0.69 0.27
O -2.84607 4.95963 -3.80141 0.72 0.01 0.54
H -1.12683 4.66262 -2.53770 -0.84 -0.77 -0.05
H -0.69971 5.18225 -4.09675 -0.42 -0.74 -0.84
H -1.26843 6.23471 -3.01300 -1.16 0.68 0.10
H -2.94167 5.13800 -4.73983 0.22 0.06 0.03
C 5.02592 1.73413 0.81712 0.92 -0.37 -0.03
C 5.31824 0.89975 -0.42737 0.29 -1.69 0.85
C 5.66397 -0.58984 -0.10578 1.35 1.01 0.68
O 6.86495 -0.71078 0.74690 -1.30 0.93 -0.19
C 8.09813 -0.36419 0.09237 -1.38 -1.20 0.74
N 4.28508 1.05166 -1.42980 1.59 -0.69 -0.71
H 4.71902 2.70561 0.42967 -0.13 0.05 0.60
H 5.92181 1.80621 1.43379 0.18 0.30 -0.02
H 4.30574 1.27387 1.49360 -0.50 0.15 -0.34
H 6.24443 1.21913 -0.90515 -0.03 0.57 -0.04
H 5.93100 -1.12501 -1.01704 -0.59 -0.15 -0.26
H 4.85576 -1.04177 0.46926 0.03 -0.31 -0.20
H 8.13682 -1.09966 -0.71118 0.81 0.30 -0.48
H 8.82762 -0.58079 0.87276 0.32 0.19 -0.39
H 8.15560 0.66828 -0.25233 0.02 -0.03 -0.01
H 3.34175 0.80552 -1.16592 0.03 0.54 0.29
H 4.43611 2.02271 -1.66296 -1.25 -0.14 -0.40
C -0.82854 -5.11884 1.65761 -1.17 0.19 0.78
C -1.93942 -4.45510 0.81729 0.66 1.25 0.94
C -2.90115 -3.41109 1.58027 2.09 -0.53 -0.92
O -3.58314 -3.95784 2.67657 -0.93 0.07 -1.26
C -4.70640 -4.73541 2.22642 0.66 -0.98 1.42
N -1.26514 -3.76416 -0.28461 -0.34 0.28 0.24
H -0.21318 -4.39703 2.19466 -0.09 0.39 -0.23
H -0.12953 -5.74536 1.10358 -0.35 -0.09 -0.27
H -1.30591 -5.68567 2.45694 0.21 -0.37 -0.04
H -2.61194 -5.17631 0.35289 -0.24 -0.53 0.48
H -3.50090 -3.04272 0.74798 -0.98 -0.08 0.19
H -2.46137 -2.49541 1.97552 0.90 -0.19 -0.13
H -4.37305 -5.71713 1.88996 0.16 -0.01 -0.27
H -5.28151 -4.26376 1.42962 -0.13 0.29 0.34
H -5.20506 -4.91564 3.17876 -0.84 0.07 -0.52
H -1.06377 -4.51495 -0.92949 0.60 0.27 -0.22
H -1.98547 -3.27276 -0.79426 -0.17 0.47 -0.31
C 1.63358 4.95226 3.20344 0.41 1.28 0.67
C 1.47313 6.07004 4.31202 -1.78 1.12 -1.73
C 0.91331 5.50868 5.62389 0.33 0.94 -0.71
O 0.99822 6.52953 6.62621 -0.46 -0.33 -1.02
C 0.11746 6.40614 7.71847 1.66 0.25 1.18
N 2.66594 6.87477 4.40567 1.69 -1.29 0.88
H 2.24611 5.30215 2.37248 0.56 0.42 0.51
H 0.76141 4.65826 2.61950 -0.56 -0.33 0.96
H 2.16365 4.14327 3.70610 -0.18 -0.51 -0.44
H 0.81279 6.87210 3.98224 -1.04 -0.52 -0.30
H 1.54165 4.63787 5.81090 -0.15 -0.32 0.87
H -0.12917 5.24724 5.44227 -0.07 -0.36 0.15
H -0.91168 6.76293 7.67766 -0.21 -0.41 -0.97
H 0.57411 7.07496 8.44803 -0.06 0.03 0.29
H 0.24938 5.41102 8.14325 -0.63 -0.25 0.07
H 3.29122 6.21726 4.84929 1.33 -0.23 -0.29
H 2.63046 7.53344 5.17053 -0.82 0.53 0.02
C -2.18526 -1.29149 -4.28858 0.00 -0.03 -1.13
C -2.29407 0.20225 -4.58893 1.63 -0.51 -0.04
C -1.73353 0.61565 -5.97213 0.60 -0.78 1.27
O -1.39562 1.96741 -5.89401 -0.75 1.45 -0.10
C -0.68711 2.40134 -7.03521 -0.16 -0.77 -0.26
N -3.58900 0.70771 -4.38400 -2.15 0.67 -0.26
H -1.28055 -1.67766 -4.75812 0.39 0.02 0.54
H -2.95572 -1.88680 -4.77857 -0.30 0.14 0.21
H -2.18381 -1.40443 -3.20445 0.04 -0.47 -0.05
H -1.69757 0.63248 -3.78444 1.12 0.39 -0.48
H -2.36775 0.34542 -6.81643 -0.62 0.32 0.00
H -0.81461 0.06098 -6.16190 0.37 -0.37 0.14
H -0.60946 3.47813 -7.18553 -0.02 0.05 0.87
H -1.20492 2.06008 -7.93160 0.09 -0.30 -0.26
H 0.28959 1.92444 -6.95315 0.41 0.22 -0.52
H -3.61253 1.67885 -4.66045 -0.05 0.24 -0.10
H -3.80769 0.72125 -3.39805 -0.12 -0.07 0.19
C 3.58338 -5.33221 -1.28554 -1.40 -0.46 0.00
C 3.45396 -4.88658 -2.71653 1.96 0.05 -1.50
C 2.60475 -3.62736 -2.83840 0.33 0.32 0.56
O 2.47615 -3.10738 -4.15483 -0.72 0.26 0.13
C 1.77793 -1.85080 -4.18765 0.69 0.31 -0.59
N 4.89350 -4.73186 -3.18963 -1.16 0.83 0.18
H 2.55992 -5.51614 -0.95873 -0.08 -0.10 0.64
H 4.03411 -4.57289 -0.64650 0.11 -0.02 -0.14
H 4.12694 -6.27493 -1.22286 0.11 0.22 0.01
H 3.00024 -5.61796 -3.38536 -0.19 -0.41 0.36
H 3.02000 -2.84222 -2.20657 0.32 0.22 0.24
H 1.66360 -3.89681 -2.35908 -0.62 0.16 -0.32
H 1.68061 -1.49555 -5.21352 -0.22 -0.80 -0.42
H 2.36164 -1.00971 -3.81358 0.33 -0.21 0.95
H 0.78508 -1.83034 -3.73827 0.02 -0.43 0.26
H 5.04203 -5.07785 -4.12682 -0.29 -0.18 -0.17
H 4.94160 -3.72867 -3.29647 0.76 0.35 -0.10
C 3.78786 3.43930 -6.62427 0.43 -1.15 -1.26
C 3.11659 3.36354 -5.27339 0.60 1.01 -1.28
C 3.12146 1.97455 -4.61151 -1.39 1.04 -0.08
O 2.44855 1.96003 -3.30048 2.14 0.17 -1.52
C 1.03877 2.08459 -3.31849 0.89 -0.35 0.63
N 3.77462 4.41486 -4.54056 -0.65 0.19 1.21
H 3.26062 2.79873 -7.33122 0.16 -0.21 -0.23
H 4.84069 3.15711 -6.62768 0.14 -0.39 0.24
H 3.81038 4.43368 -7.07015 -0.46 0.17 0.45
H 2.14607 3.75355 -5.58010 -0.71 -0.39 0.91
H 4.15473 1.62909 -4.57796 -0.06 -0.08 0.84
H 2.60315 1.32471 -5.31660 -0.30 -0.46 0.14
H 0.75674 3.13028 -3.44132 -0.45 -0.12 -0.64
H 0.79999 1.80997 -2.29103 -0.56 -0.13 -0.06
H 0.67678 1.33318 -4.02023 -0.72 0.45 -0.18
H 3.30889 4.42050 -3.64437 0.32 0.43 0.62
H 4.73734 4.15373 -4.38215 0.26 0.00 0.17
C -5.88037 -2.35631 -1.62980 0.85 -1.41 1.20
C -6.01303 -2.70658 -3.08833 -0.56 -2.17 0.68
C -7.44177 -2.78225 -3.56764 0.43 0.70 0.52
O -8.17406 -3.61644 -2.70250 0.03 -0.24 -1.10
C -9.20435 -4.23311 -3.42841 -0.98 -1.40 1.34
N -5.33994 -1.76263 -3.88504 -0.62 1.15 -0.93
H -6.10044 -3.14265 -0.90775 -1.01 -0.29 -0.24
H -6.39641 -1.45488 -1.29929 0.22 0.17 -0.26
H -4.80819 -2.35917 -1.43354 0.33 1.03 -0.05
H -5.71286 -3.72537 -3.33341 0.83 -0.24 0.58
H -7.38818 -3.14112 -4.59547 -0.41 -0.03 -0.10
H -7.87336 -1.78243 -3.52075 -0.29 0.33 -0.35
H -8.92086 -5.06063 -4.07875 0.79 0.41 -0.66
H -9.89584 -3.55996 -3.93517 0.15 0.23 -0.03
H -9.74118 -4.81543 -2.67954 -0.55 0.36 0.19
H -5.92333 -0.99776 -3.57723 0.58 1.50 -0.95
H -4.39476 -1.52561 -3.61943 -0.19 -0.30 0.25
C 4.24417 -0.64574 3.60684 -2.17 0.42 1.33
C 3.20805 -1.72324 4.10207 0.48 -0.26 -0.95
O 3.75518 -3.01604 4.33433 0.21 0.09 0.82
O 3.57465 0.66248 3.82270 1.14 -1.21 -1.05
H 4.52339 -0.76739 2.56026 -0.30 0.26 0.03
H 5.16021 -0.71300 4.19375 -0.05 0.00 0.17
H 2.35774 -1.89599 3.44235 0.07 0.59 -0.77
H 2.69449 -1.37696 4.99898 0.63 -0.08 0.52
H 4.26641 -3.33293 3.58612 -0.06 0.25 -0.21
H 3.06731 0.59941 4.63524 -0.02 -0.01 0.33
C -5.24282 -2.45379 5.52109 -1.83 1.48 0.28
C -3.89889 -1.82818 5.62400 -0.10 0.77 1.32
O -2.94285 -2.65826 5.18156 2.67 -2.11 -1.46
O -5.70900 -2.60540 4.17607 0.06 0.10 0.54
H -5.88802 -1.71157 5.99112 -0.52 0.15 -0.10
H -5.44956 -3.34117 6.11935 0.76 -0.42 -0.19
H -3.56807 -1.64783 6.64681 -0.80 0.32 0.43
H -3.80457 -0.87965 5.09532 -0.70 0.43 -0.14
H -3.21171 -2.96773 4.31349 0.41 -0.54 -0.39
H -4.95561 -2.72159 3.59255 0.12 -0.17 -0.15
C -0.03983 -0.33069 0.01726 -1.24 0.76 -0.27
C 0.16523 -1.03614 1.30873 -0.90 -1.29 0.97
O -0.39013 -0.35152 2.46928 0.65 0.72 -0.85
O 0.51560 0.98468 -0.05119 0.46 -0.66 -0.03
H -1.10983 -0.20801 -0.15054 -0.40 -0.13 0.11
H 0.27667 -0.97836 -0.80033 0.59 0.20 0.03
H 1.20206 -1.35663 1.41050 0.21 0.35 0.44
H -0.45889 -1.92889 1.26921 0.48 -0.39 -0.60
H -0.29418 -0.93627 3.22457 0.08 -0.07 0.01
H 0.29472 1.34205 0.81200 0.12 0.54 0.24
C -2.58047 2.54323 -0.03170 -1.38 0.98 0.11
C -2.46337 3.80848 0.89500 1.19 -0.21 -0.75
O -1.49205 3.59932 1.90395 0.03 -0.72 1.24
O -3.20299 1.36123 0.50753 0.39 0.69 0.21
H -1.61854 2.32079 -0.49355 0.26 -0.05 0.37
H -3.26281 2.79866 -0.84242 0.13 0.32 -0.21
H -3.34429 4.27014 1.34103 -0.54 -0.66 -0.28
H -1.96047 4.63419 0.39162 -0.56 -0.11 -1.18
H -1.96209 3.55593 2.73988 0.30 -0.16 0.20
H -3.01959 1.30864 1.44838 0.29 -0.13 0.14
C -0.42954 1.44784 7.66891 1.24 0.20 1.14
C 0.45076 0.51734 6.95454 1.47 -1.51 -1.89
O 1.84298 0.86138 6.76578 -0.87 0.64 0.00
O 0.22412 1.68052 8.93025 -0.67 0.13 -0.03
H -1.36636 0.89912 7.76580 -0.40 0.49 0.12
H -0.48148 2.40739 7.15444 -0.49 -0.06 -0.27
H 0.02411 0.41043 5.95722 -0.01 -0.12 -0.26
H 0.50734 -0.48861 7.37044 -0.60 0.05 0.47
H 2.02990 1.55256 7.40526 0.28 0.08 0.22
H -0.28397 2.36537 9.37118 0.12 0.06 0.30
C 2.00484 4.11412 -0.19608 0.84 1.39 -2.23
C 1.87249 5.60099 -0.61681 -1.00 -0.05 0.19
O 1.29418 5.74421 -1.97372 0.71 -0.74 0.96
O 3.12277 3.62630 -1.00474 -1.17 0.18 1.05
H 0.99795 3.77476 -0.43920 0.19 -1.10 -0.29
H 2.20526 3.87994 0.84943 0.14 0.43 -0.17
H 2.82816 6.11992 -0.54275 -0.14 0.05 0.02
H 1.08943 6.04628 -0.00310 0.33 0.35 0.43
H 1.90334 6.24021 -2.52554 0.16 -0.05 0.05
H 2.79937 3.26174 -1.83185 -0.27 -0.35 -0.28
```
Positions in Å, forces in eV/Å.

ΔE to the lowest compared entry with this formula, charge and spin = 808.6 kJ/mol
strongest force on any atom = 0.0720 Eh/bohr
gap between HOMO and LUMO = 8.4 eV
HOMO energy = -8.3 eV

***

Record 4
The following is a DFT calculation (wB97M-V/def2-TZVPD) of C4H8ClNS as an isolated structure at a distorted geometry.

Geometry as XYZ:
```
15
Properties=species:S:1:pos:R:3:forces:R:3
C -0.08407 0.14555 -0.01746 -0.06 -1.09 0.76
C 1.41802 0.22534 -0.13382 0.64 0.13 -0.49
C -0.63617 -0.71329 1.17720 -0.36 -0.24 -0.06
C -0.74941 -0.66458 -1.14811 -0.72 0.30 -0.39
H -0.23304 2.06539 -0.59505 -0.32 0.07 -0.01
H -0.33623 1.81631 0.98864 -0.14 0.40 0.39
H 1.89759 0.84267 0.62785 -0.31 0.08 0.00
H 1.67934 0.63222 -1.13454 -0.03 -0.29 0.57
H 0.03352 -1.38695 1.74124 -0.06 0.50 -0.57
H -1.19381 -0.09252 1.89292 0.06 -0.22 -0.29
H -1.42515 -0.02354 -1.70981 0.15 0.08 -0.25
H -0.15635 -1.27113 -1.83739 0.29 0.25 0.35
N -0.67431 1.46701 0.10550 0.48 0.17 -0.54
S -1.72263 -1.66277 0.00307 0.20 -0.04 0.78
Cl 2.18270 -1.37972 0.03976 0.17 -0.11 -0.25
```
Positions in Å, forces in eV/Å.

ΔE to the lowest compared entry with this formula, charge and spin = 0.2 kJ/mol
strongest force on any atom = 0.0258 Eh/bohr
gap between HOMO and LUMO = 9.3 eV
HOMO energy = -8.5 eV